1.
{
  "formula": "C24H35N5O2PS4Y",
  "method": "wB97M-V/def2-TZVPD",
  "symbols": ["Y", "C", "C", "C", "C", "C", "C", "H", "H", "H", "H", "H", "H", "C", "C", "S", "C", "C", "S", "C", "C", "S", "H", "H", "H", "H", "H", "H", "H", "H", "H", "H", "H", "H", "N", "C", "C", "C", "C", "C", "C", "N", "C", "C", "C", "S", "C", "N", "H", "H", "H", "H", "H", "H", "H", "N", "C", "P", "O", "O", "C", "N", "H", "H", "H", "H", "H", "H", "H", "H", "H", "H"],
  "positions_angstrom": [[-0.115, -0.313, 0.353], [-3.410, 0.880, -1.711], [-2.600, -0.022, -2.394], [-2.125, -1.155, -1.741], [-2.442, -1.360, -0.392], [-3.240, -0.441, 0.293], [-3.735, 0.675, -0.376], [-3.821, 1.732, -2.236], [-2.399, 0.121, -3.448], [-1.574, -1.910, -2.286], [-2.150, -2.291, 0.100], [-3.503, -0.622, 1.328], [-4.392, 1.365, 0.136], [1.781, -4.148, 1.427], [2.665, -2.999, 1.902], [2.346, -1.291, 1.326], [3.467, -1.011, -0.059], [3.120, -1.712, -1.357], [1.383, -1.484, -1.881], [0.905, -3.188, -2.310], [0.564, -4.103, -1.145], [2.015, -4.746, -0.256], [0.718, -3.962, 1.588], [2.017, -4.994, 2.078], [3.706, -3.186, 1.629], [2.648, -2.923, 2.990], [4.472, -1.296, 0.261], [3.499, 0.070, -0.177], [3.260, -2.786, -1.257], [3.769, -1.357, -2.156], [1.726, -3.595, -2.903], [0.069, -3.095, -3.004], [-0.009, -4.946, -1.536], [-0.094, -3.599, -0.426], [-1.872, 2.493, 3.284], [-1.984, 3.423, 2.252], [-2.548, 4.694, 2.236], [-2.574, 5.328, 1.010], [-2.073, 4.704, -0.146], [-1.509, 3.443, -0.111], [-1.447, 2.800, 1.127], [-0.985, 1.525, 1.489], [-1.289, 1.401, 2.778], [-1.054, 0.145, 3.481], [-1.226, -0.159, 4.796], [-0.853, -1.799, 5.068], [-0.482, -1.984, 3.435], [-0.618, -0.904, 2.689], [-2.207, 2.608, 4.229], [-2.963, 5.155, 3.121], [-3.014, 6.313, 0.931], [-2.161, 5.224, -1.091], [-1.185, 2.960, -1.024], [-1.549, 0.472, 5.608], [-0.172, -2.941, 3.047], [2.395, 2.664, -3.991], [1.245, 2.685, -3.003], [1.910, 2.384, -1.298], [3.362, 2.120, -1.502], [0.965, 1.383, -0.659], [1.853, 3.929, -0.274], [3.272, 4.417, -0.044], [2.564, 3.576, -4.422], [2.227, 2.003, -4.753], [3.252, 2.376, -3.484], [0.576, 1.867, -3.265], [0.705, 3.622, -3.132], [1.403, 3.721, 0.694], [1.286, 4.740, -0.728], [3.486, 4.501, 0.953], [3.441, 5.335, -0.462], [3.932, 3.737, -0.463]],
  "forces_ev_per_a": [[0.23, 0.16, -0.29], [-0.04, 0.09, -0.06], [0.04, -0.05, 0.07], [0.11, 0.02, 0.07], [0.02, -0.22, 0.04], [0.02, 0.05, 0.06], [0.09, -0.10, 0.08], [-0.01, 0.01, 0.00], [0.01, -0.01, -0.02], [-0.04, 0.00, -0.04], [-0.11, -0.02, -0.05], [-0.07, -0.02, -0.02], [-0.02, 0.02, 0.00], [-0.09, 0.00, 0.26], [0.12, -0.06, -0.04], [-0.05, 0.05, 0.08], [0.20, 0.04, -0.06], [0.02, -0.08, 0.00], [-0.01, -0.08, -0.08], [0.10, -0.03, -0.19], [-0.22, 0.12, 0.06], [-0.01, -0.12, -0.09], [0.00, 0.05, -0.08], [0.05, 0.00, -0.05], [-0.01, 0.02, 0.01], [-0.07, -0.01, -0.01], [-0.05, -0.08, 0.02], [-0.08, 0.07, -0.04], [0.00, 0.03, 0.00], [-0.02, 0.08, 0.01], [-0.01, 0.01, 0.02], [-0.04, 0.01, 0.06], [0.13, -0.07, 0.03], [0.03, -0.03, -0.04], [0.15, -0.01, -0.20], [-0.10, -0.01, 0.20], [0.02, -0.01, -0.16], [0.00, -0.03, 0.02], [-0.02, 0.07, 0.01], [0.03, 0.02, 0.01], [0.06, 0.05, -0.07], [-0.33, 0.35, 0.20], [-0.04, -0.22, 0.22], [0.02, 0.09, -0.02], [0.00, -0.03, -0.11], [-0.03, 0.06, 0.03], [-0.03, 0.05, -0.13], [-0.03, -0.19, 0.23], [0.00, 0.03, 0.00], [0.00, 0.01, 0.03], [0.00, 0.02, -0.01], [-0.01, 0.01, -0.02], [0.02, -0.05, 0.02], [0.00, 0.04, 0.01], [0.02, -0.03, -0.02], [-0.05, -0.02, 0.13], [0.13, 0.10, -0.30], [-0.32, 0.03, -0.02], [0.07, -0.11, 0.04], [0.19, -0.06, 0.09], [0.18, 0.27, 0.02], [-0.06, -0.09, -0.03], [0.01, 0.00, -0.01], [0.04, 0.00, -0.03], [-0.02, -0.02, -0.02], [-0.02, 0.00, 0.09], [-0.04, -0.02, 0.10], [-0.05, -0.08, -0.04], [-0.07, -0.07, -0.01], [0.04, 0.03, 0.00], [0.03, 0.01, 0.01], [-0.05, -0.01, 0.01]],
  "charge": 4
}

2.
{
  "formula": "C24H35NO6",
  "method": "wB97M-V/def2-TZVPD",
  "symbols": ["C", "H", "H", "C", "N", "C", "H", "H", "C", "H", "H", "H", "C", "C", "H", "H", "C", "C", "C", "C", "C", "C", "C", "H", "O", "C", "H", "H", "H", "O", "C", "H", "H", "H", "O", "C", "H", "H", "H", "H", "C", "C", "C", "C", "C", "C", "O", "H", "H", "O", "C", "H", "H", "H", "H", "O", "C", "H", "H", "H", "H", "H", "H", "H", "H", "H"],
  "positions_angstrom": [[4.177, -2.349, 2.530], [4.601, -1.842, 3.370], [4.162, -1.939, 1.685], [2.621, -2.622, 2.909], [1.740, -3.339, 1.796], [1.725, -4.664, 2.122], [1.538, -5.078, 1.184], [2.595, -5.279, 2.489], [0.584, -5.100, 3.142], [0.498, -6.058, 3.443], [0.992, -4.647, 4.134], [-0.322, -4.808, 2.737], [0.642, -2.618, 1.207], [1.395, -1.654, 0.323], [1.824, -2.166, -0.541], [2.067, -0.794, 0.749], [0.077, -0.736, -0.393], [-0.611, 0.145, 0.440], [-1.833, 0.454, 0.019], [-2.471, 1.512, 0.644], [-2.288, 1.795, 1.873], [-0.851, 1.357, 2.437], [-0.169, 0.390, 1.766], [0.787, 0.148, 2.215], [-0.603, 1.303, 3.678], [-1.159, 2.477, 4.680], [-0.557, 2.733, 5.407], [-1.221, 3.333, 4.192], [-2.011, 2.233, 4.920], [-2.993, 2.830, 2.690], [-4.294, 2.215, 2.977], [-4.403, 1.342, 3.470], [-4.722, 3.111, 3.605], [-5.011, 2.272, 2.010], [-3.759, 2.102, 0.099], [-3.962, 1.651, -1.102], [-4.471, 0.613, -1.362], [-3.103, 2.233, -1.813], [-4.941, 2.366, -1.378], [-1.905, 0.251, -1.141], [0.669, -0.009, -1.552], [0.587, -0.595, -2.975], [0.805, -0.020, -4.167], [1.497, 1.213, -4.058], [1.867, 1.532, -2.861], [1.285, 1.035, -1.465], [1.669, 1.700, -0.359], [1.152, 1.309, 0.414], [2.404, 2.379, -2.616], [2.064, 1.591, -5.282], [2.722, 2.702, -5.150], [2.186, 3.544, -4.695], [3.582, 2.492, -4.481], [2.940, 3.127, -6.141], [0.564, -0.333, -4.929], [-0.242, -1.774, -2.818], [-0.820, -2.421, -4.224], [0.235, -2.689, -4.769], [-1.273, -1.822, -4.752], [-1.170, -3.123, -3.718], [-0.669, -1.670, -0.734], [0.219, -2.173, 2.077], [0.198, -3.466, 0.719], [2.301, -1.568, 2.917], [2.615, -3.055, 3.838], [4.600, -3.277, 2.345]],
  "forces_ev_per_a": [[-3.46, -3.90, 6.15], [0.53, 0.46, 0.15], [0.21, 4.28, -6.68], [0.35, 2.73, -4.89], [6.16, 2.26, 4.39], [-1.89, -4.39, 1.22], [-0.69, -1.91, -1.69], [0.14, 1.78, -0.48], [3.82, 3.53, 1.07], [0.12, -3.72, 0.19], [-1.63, 0.06, -1.45], [-2.03, 1.17, -0.03], [3.91, -0.59, 1.28], [-3.53, 3.87, -1.89], [0.27, 0.16, 0.39], [-0.95, -2.32, -0.35], [3.08, -6.67, -2.46], [0.03, -1.22, 4.04], [-0.34, 1.67, -4.55], [-5.85, -0.08, -4.06], [5.29, 3.71, 7.62], [-5.69, -0.88, -2.23], [0.35, 1.90, -2.08], [-0.10, -0.61, -0.27], [0.17, 3.79, 6.86], [6.06, -2.74, -5.99], [3.75, -0.28, 3.92], [-0.36, 3.56, -3.10], [-8.50, -3.00, 2.67], [0.15, -4.52, -2.16], [-2.61, 7.67, -2.54], [0.60, -3.04, 1.57], [0.31, -2.05, -0.68], [1.92, -0.56, 2.09], [4.01, -1.51, 5.09], [-3.76, 3.31, -7.13], [2.07, 1.48, 0.78], [-2.12, -2.66, 0.96], [2.09, -1.74, -0.03], [-0.70, 0.41, 2.50], [-4.85, -9.54, -3.38], [-4.30, -2.39, 2.86], [4.05, 5.46, 14.12], [0.48, -3.15, -3.21], [-0.50, 2.38, 6.38], [6.53, 8.14, -3.96], [-0.79, -0.06, 1.08], [0.89, 0.91, -1.12], [1.48, 1.73, -0.11], [-3.95, -3.17, 1.08], [3.13, 4.52, 0.08], [-0.41, -0.20, 0.38], [0.34, 0.74, -0.69], [0.70, -0.50, 0.22], [-4.34, -5.95, -13.75], [0.34, 0.94, -3.80], [13.21, 0.57, 3.53], [-2.80, 0.22, 1.11], [-5.23, 6.18, -4.88], [-3.83, -6.53, 3.06], [2.02, 2.83, 0.63], [-1.89, 0.62, -0.04], [-1.47, 0.51, -0.77], [-0.61, -0.43, 0.66], [-0.68, -1.26, 2.19], [1.32, -1.96, 0.14]],
  "smiles": "CCN(CC)CC[C@@H](c1cc(OC)c(OC)c(OC)c1)c1c(O)cc(OC)cc1OC"
}

Values for Kohn-Sham gap, Ha, ordered as above
0.2782 0.3009
Values for total energy, Ha, ordered as above
-3331.1264 -1440.9504
Values for ΔE to the lowest compared entry with this formula, charge and spin, kJ/mol, ordered as above
64.0 2129.8